{
  "formula": "C22H18AuN3O3S",
  "method": "ωB97M-V/def2-TZVPD",
  "symbols": ["H", "C", "N", "H", "C", "H", "O", "H", "C", "C", "S", "C", "C", "H", "C", "C", "C", "C", "H", "N", "H", "H", "H", "H", "C", "C", "O", "O", "C", "C", "H", "H", "C", "N", "H", "C", "C", "C", "H", "C", "H", "C", "H", "C", "H", "C", "Au", "H"],
  "coordinates": [[-0.64028, -1.88962, 5.50182], [1.90633, -1.11709, -4.10376], [-0.92476, -1.74864, -0.35934], [3.90663, -0.58938, -3.49429], [2.59067, -0.86829, -1.83484], [3.42331, 2.65974, 0.31882], [2.51884, -0.44704, 1.06690], [-1.50816, 3.08500, 0.26275], [2.34398, 2.73775, 0.28616], [-3.17847, -2.37206, -0.19809], [2.32735, 0.71790, 2.10788], [-0.42909, 2.98109, 0.26240], [0.33802, 3.79552, -0.57069], [2.33080, 4.24939, -1.22194], [-0.97473, -1.86841, 4.47470], [-0.03285, -1.85818, 3.45509], [1.55552, 1.94398, 1.10652], [2.90088, -0.83488, -3.18453], [-0.64136, 5.68571, -0.72216], [1.35927, -1.18076, -1.43283], [-4.04578, -2.62125, 0.39581], [2.11930, -1.08967, -5.16424], [-0.42493, 1.49237, 1.81960], [0.37015, 5.30598, -2.11212], [-1.99082, -2.00196, 0.40597], [1.72275, 3.63924, -0.56555], [1.34182, 0.28300, 3.06467], [3.59465, 1.19474, 2.52913], [-2.09745, -2.15181, -2.34968], [-3.22478, -2.43794, -1.58481], [-0.15487, -1.66831, -4.37709], [1.02177, -1.86045, 3.66499], [-2.69548, -1.85691, 2.81033], [-0.40137, -1.83923, 2.17242], [-3.74069, -1.85445, 2.53472], [-0.31472, 4.88028, -1.38172], [-0.92895, -1.81196, -1.70166], [-2.31356, -1.82488, 4.15136], [3.31148, -0.64077, -1.05898], [-1.72329, -1.88969, 1.84293], [-4.14654, -2.71877, -2.07718], [0.16989, 2.07183, 1.12293], [-1.20246, 4.51460, -1.89866], [0.62429, -1.44044, -3.66354], [-3.06617, -1.78211, 4.92745], [0.36665, -1.47556, -2.31369], [0.79998, -1.29908, 0.51407], [-2.14279, -2.19854, -3.42803]],
  "forces_ev_per_a": [[0.02, 0.02, -0.01], [0.06, 0.02, 0.00], [0.29, -0.53, 0.04], [-0.01, 0.01, 0.01], [0.03, 0.04, -0.02], [-0.01, -0.03, 0.00], [0.10, -1.01, 0.23], [0.02, 0.08, 0.06], [-0.12, -0.07, -0.20], [-0.08, 0.05, -0.13], [-0.47, 1.40, 0.26], [-0.01, -0.05, 0.13], [-0.05, 0.11, -0.02], [-0.02, 0.08, 0.07], [-0.03, -0.09, 0.01], [-0.03, -0.18, -0.10], [0.00, -0.04, 0.13], [-0.08, -0.04, -0.07], [0.03, 0.01, 0.01], [0.37, 0.32, 0.28], [0.00, 0.04, 0.00], [-0.01, -0.01, 0.01], [0.03, 0.00, -0.01], [-0.01, -0.02, -0.01], [-0.09, 0.01, -0.05], [0.11, 0.04, 0.07], [0.21, -0.10, -0.01], [0.16, -0.54, -0.18], [-0.11, 0.02, -0.04], [0.03, 0.01, 0.06], [0.00, 0.00, 0.02], [0.06, 0.06, -0.01], [-0.04, -0.10, 0.01], [0.54, 0.58, 0.08], [0.01, -0.03, 0.00], [-0.03, -0.12, -0.05], [-0.02, 0.11, -0.04], [-0.02, 0.01, 0.05], [-0.05, 0.00, 0.01], [0.07, -0.04, 0.16], [0.01, -0.01, 0.01], [0.00, -0.04, -0.30], [0.02, -0.01, -0.02], [0.01, -0.04, -0.06], [0.00, -0.01, -0.01], [0.08, 0.01, -0.09], [-1.00, 0.12, -0.29], [0.02, -0.02, 0.01]],
  "charge": 2,
  "gap_ev": 5.8859,
  "homo_ev": -14.4
}

***

{
  "formula": "C39H51B3ClF4N14S3Y",
  "method": "ωB97M-V/def2-TZVPD",
  "symbols": ["C", "C", "F", "B", "C", "C", "H", "C", "S", "H", "H", "N", "C", "C", "C", "C", "N", "S", "H", "H", "H", "C", "N", "H", "C", "H", "H", "C", "H", "H", "N", "Cl", "H", "C", "H", "C", "H", "C", "N", "H", "H", "S", "H", "H", "H", "H", "C", "N", "Y", "H", "C", "C", "B", "H", "F", "H", "N", "C", "F", "N", "H", "N", "H", "H", "C", "N", "H", "C", "H", "H", "N", "C", "H", "F", "C", "C", "H", "C", "H", "N", "H", "C", "C", "H", "H", "C", "B", "C", "N", "C", "H", "H", "C", "H", "C", "H", "H", "C", "C", "H", "H", "C", "C", "H", "H", "H", "H", "C", "N", "H", "H", "H", "H", "C", "C", "H"],
  "coordinates": [[-1.60750, 3.67229, -3.50863], [-0.38864, 4.59782, -3.37882], [-1.24978, -1.88547, 5.34828], [-1.46784, -5.15876, 1.36614], [-2.45790, -8.25347, -0.41706], [1.21562, -2.77573, 0.63235], [0.59860, 2.76423, 4.96326], [1.61859, 2.61447, 4.60301], [-0.38316, 1.06198, 2.30619], [-0.65796, 5.51200, -2.84512], [1.70753, -1.84736, 0.87544], [-1.10437, 2.69885, -1.38362], [0.88370, 2.24208, 2.22527], [-4.80347, -3.52455, 1.06566], [-0.50211, -6.25818, 4.82734], [3.42958, 1.81980, -3.03849], [-1.77467, -6.35779, 0.49338], [-2.85806, 1.84982, 2.02415], [-5.39520, 1.84781, 0.31055], [-0.02357, 4.87679, -4.36811], [3.95024, -1.60257, -3.27627], [3.56452, 4.98486, 0.51326], [0.95893, 2.50778, 0.91667], [-2.05839, 1.71241, -4.35093], [-2.73128, 4.40591, -4.23697], [-4.15060, -5.57179, 0.47371], [4.99056, -0.29854, -3.84908], [1.57268, -3.74358, -0.30029], [-3.58770, 3.75533, -4.42474], [-1.84865, -1.87397, -2.92320], [-2.74355, -4.26690, 1.36569], [1.14657, -1.16034, 3.56989], [2.59933, 4.84993, -1.43540], [-3.95503, -4.60104, 0.89712], [1.62424, -1.50072, -3.50972], [-0.50830, -4.86729, 4.84817], [-0.44646, -2.71876, -3.62437], [-3.65613, 2.86862, -0.36592], [1.77048, 3.36727, 0.35895], [4.54652, 3.39991, -0.61958], [-0.27240, -4.20565, 5.66561], [-1.81582, -0.88854, -0.14105], [-0.26595, -6.92347, 5.63835], [-2.13029, -8.04726, 1.75936], [2.76918, 1.88264, -3.90676], [3.70565, 6.21820, -1.25272], [-2.58550, 2.35099, 0.42620], [0.38236, 0.49927, -0.56559], [-1.05956, -2.25166, 2.99294], [-2.76146, -9.27469, -0.56837], [3.46845, 0.37890, -2.50128], [3.98565, 6.09605, 1.47905], [-0.14672, 1.53299, 0.41577], [1.86812, 1.56410, 4.77253], [-3.18640, -2.79205, 4.63413], [4.06361, 0.93818, -0.49127], [1.60906, 0.73502, -1.04242], [2.57919, 4.03122, 1.16599], [-2.54516, -0.74013, 3.91598], [-0.26407, -4.34632, 0.77087], [2.11353, 6.25790, -0.48592], [-0.85321, -4.39100, 3.65300], [-4.28416, -1.54823, 1.96721], [3.11806, 6.61001, 1.89797], [-0.86408, -6.58614, 3.53728], [-1.92253, -6.10492, -0.83342], [-0.90264, 2.66379, -5.29758], [4.80014, 4.14830, 0.13112], [4.42778, 2.13924, -3.34421], [0.50436, -5.65083, -0.70731], [0.10772, -3.14521, 1.27633], [4.41739, 0.29393, -1.29490], [-5.84220, -3.46206, 0.79365], [-3.27306, -1.01622, 6.13546], [2.95503, 5.61176, -0.74561], [2.55734, 3.81528, 2.56605], [-5.06109, 3.33894, 1.17649], [-4.01497, -2.54794, 1.66354], [4.46721, -0.73008, -0.91776], [-1.08195, -5.45693, 2.84573], [-3.06444, 5.27903, -3.67179], [-5.04207, 2.87475, 0.18954], [0.02470, -1.25801, -2.13695], [3.21709, 4.37921, 3.21136], [3.36663, -0.46170, -4.51004], [2.06197, 0.02618, -2.03274], [-2.64127, -1.60663, 5.11768], [3.96206, -0.55979, -3.60016], [-1.37476, 2.25708, -0.15645], [-3.36439, 3.30829, -1.62390], [-0.39104, 1.89758, -3.77905], [-5.72315, 3.40388, -0.47344], [-2.03881, 3.23150, -2.11574], [5.57367, 4.80261, -0.27323], [-0.86898, -2.30476, -2.71031], [5.42260, 0.60473, -1.58422], [2.29261, 3.24553, 5.17663], [-2.11327, -7.64794, 0.76150], [0.61211, -4.72737, -0.17169], [2.41850, -3.73750, -0.96600], [4.60303, 5.71339, 2.29331], [-1.21464, 2.40333, -4.28508], [1.69786, 2.90993, 3.14490], [-1.02202, -3.11146, -1.98847], [3.05577, 2.49283, -2.26700], [0.41193, 4.09794, -2.83480], [-2.50090, -7.28966, -2.44173], [-0.41467, -0.52282, -0.98925], [-2.77462, -3.00395, 1.84102], [4.58158, 6.83114, 0.93944], [-2.36876, 4.75675, -5.20296], [-4.15804, 3.70058, -2.24424], [-0.95496, -7.55917, 3.09176], [-2.31862, -7.23698, -1.38006], [1.25249, -0.96672, -2.64580], [5.21081, 3.63771, 1.00533]],
  "forces_ev_per_a": [[0.11, -0.05, -0.04], [-0.10, -0.04, 0.04], [-0.12, -0.07, 0.20], [0.09, 0.35, -0.04], [-0.02, -0.02, -0.03], [-0.04, -0.16, -0.02], [0.02, 0.00, 0.02], [-0.07, -0.09, 0.02], [-0.47, 0.14, -0.47], [0.05, 0.01, 0.01], [-0.04, 0.00, 0.09], [0.31, -0.01, -0.20], [0.20, 0.31, -0.14], [-0.03, 0.05, 0.02], [0.04, 0.06, 0.04], [0.01, -0.15, 0.04], [0.14, -0.18, 0.09], [-0.12, 0.02, 0.26], [0.00, 0.01, 0.02], [-0.02, -0.02, -0.01], [0.02, -0.01, -0.03], [0.11, -0.01, -0.14], [0.16, -0.03, 0.72], [0.02, -0.01, -0.03], [0.02, -0.03, 0.04], [0.07, 0.02, -0.01], [0.00, -0.03, -0.03], [0.08, 0.01, -0.01], [-0.01, 0.02, -0.01], [-0.02, -0.07, 0.01], [-0.13, -0.16, -0.22], [1.01, 0.02, 0.24], [0.01, 0.00, -0.04], [-0.10, 0.04, -0.01], [-0.04, -0.03, 0.02], [0.04, -0.20, 0.03], [0.02, 0.01, 0.01], [0.01, 0.06, -0.04], [0.01, 0.16, -0.36], [0.00, -0.02, -0.01], [-0.06, 0.10, -0.06], [-0.20, 0.18, 0.04], [0.01, -0.03, -0.04], [-0.03, 0.01, -0.10], [0.00, 0.06, 0.01], [0.02, 0.00, 0.03], [0.31, 0.11, -0.40], [-0.20, -0.46, -0.20], [0.80, 1.88, 1.38], [-0.02, 0.01, 0.04], [0.08, 0.13, 0.09], [-0.04, -0.07, -0.01], [-0.11, -0.18, -0.26], [-0.01, 0.01, 0.04], [-0.04, 0.09, 0.13], [0.04, 0.01, 0.04], [0.29, 0.27, 0.07], [-0.09, 0.00, 0.16], [-0.23, 0.28, -0.02], [-0.01, -0.26, -0.27], [0.00, -0.01, -0.03], [0.00, -1.00, 0.30], [0.07, 0.00, 0.06], [0.02, 0.02, 0.02], [0.06, -0.03, 0.10], [0.12, 0.09, -0.09], [0.00, 0.01, 0.01], [-0.04, 0.07, 0.06], [-0.01, -0.01, 0.01], [-0.11, -0.10, 0.03], [0.53, -0.61, -0.80], [-0.12, 0.00, -0.11], [0.01, -0.01, 0.01], [-0.01, 0.09, 0.01], [-0.05, -0.03, 0.09], [-0.15, -0.12, 0.03], [-0.04, 0.03, -0.02], [-0.09, -0.15, -0.08], [0.03, 0.01, 0.02], [-0.02, -0.29, -0.10], [-0.03, 0.01, -0.03], [0.01, 0.01, 0.01], [0.13, -0.03, -0.19], [0.05, 0.01, -0.08], [0.01, -0.05, -0.01], [-0.06, -0.04, -0.04], [-0.08, -0.08, 0.16], [-0.04, 0.06, 0.06], [-0.55, 0.07, 0.06], [0.03, -0.10, 0.19], [0.02, -0.03, -0.03], [0.00, 0.00, 0.01], [-0.11, 0.01, -0.01], [0.00, -0.01, -0.02], [0.04, -0.02, 0.01], [-0.01, -0.01, 0.00], [0.02, 0.01, -0.02], [-0.07, 0.00, 0.07], [0.05, 0.12, -0.02], [-0.01, -0.02, 0.01], [-0.01, 0.06, 0.02], [-0.05, 0.08, 0.06], [0.13, 0.04, 0.06], [-0.04, 0.02, -0.01], [-0.01, 0.06, -0.01], [0.04, 0.02, 0.00], [0.02, 0.03, 0.00], [0.06, 0.30, 0.37], [-1.40, -0.61, -0.91], [0.01, 0.00, 0.00], [0.01, -0.01, 0.00], [0.02, 0.01, -0.01], [0.06, 0.08, 0.02], [-0.02, -0.02, 0.04], [-0.13, 0.03, 0.09], [0.02, -0.01, -0.02]],
  "multiplicity": 2,
  "s_squared": 0.7605,
  "charge": 1,
  "e_above_lowest_kcal_mol": 22.4,
  "gap_ev": [7.2267, 5.8981],
  "homo_ev": [-10.5, -10.5]
}

***

The calculation returns the following electronic energy values, one per record and in order: -48230.784; -121113.177 eV.
The calculation returns the following F_max values, one per record and in order: 1.50; 2.46 eV/A.